No. 1
C46H34NO3P2Pt | ωB97M-V/def2-TZVPD

Summary:
E_HOMO, eV: -16.606
2S+1: 1
Orbital gap, Eh: 0.23027
Total charge: +3

Last column: Löwdin charge in e.
CARTESIAN COORDINATES (ANGSTROEM)
H 0.59 3.82 -4.30  0.13
C -2.88 0.38 2.48  -0.10
H 3.00 -5.10 2.72  0.13
H -5.35 2.58 3.18  0.13
C -1.17 -3.27 0.21  -0.27
C -0.03 5.47 0.67  0.07
C -2.41 -5.01 1.23  0.00
H 2.62 -3.76 0.71  0.11
H 2.51 -4.16 4.96  0.13
H 0.19 7.03 -1.51  0.14
H -3.68 1.16 4.31  0.13
C 4.37 1.89 1.08  -0.01
H 2.10 -5.06 -3.62  0.13
H -4.01 1.21 -0.64  0.11
C 1.84 -2.27 4.19  -0.03
C -1.75 1.09 -3.51  -0.04
H -0.18 4.80 2.72  0.14
C 2.04 -4.24 -2.91  0.00
N 0.05 2.75 0.08  0.02
C 0.44 4.15 -3.28  -0.03
C -2.10 -2.32 0.67  -0.24
C -3.35 -4.09 1.68  -0.02
C 0.22 5.98 -1.73  0.01
H 2.32 0.59 -1.93  0.11
H 3.68 2.64 -2.16  0.13
C 3.07 -2.31 -1.89  -0.03
C 0.38 5.54 -3.01  -0.02
H 0.06 -4.79 -2.24  0.13
H -2.17 -2.12 -4.52  0.13
P -1.86 -0.63 0.16  1.08
C 2.82 0.31 0.16  -0.38
H 3.56 0.25 2.19  0.12
H -1.67 2.09 -3.91  0.12
C 2.61 -4.09 2.81  -0.03
H -4.21 -4.44 2.25  0.13
C 0.16 3.66 -0.94  -0.19
C 3.11 -3.36 -2.80  -0.02
C 3.58 0.77 1.24  -0.04
C -3.20 -2.74 1.42  -0.02
O -0.16 -2.65 -0.44  -0.13
C 0.89 -4.11 -2.14  0.03
C -0.10 4.54 1.68  0.06
C -4.68 1.98 2.59  -0.01
C -4.77 1.99 1.20  -0.03
H 3.91 -1.64 -1.79  0.13
C -2.03 -1.29 -3.84  -0.01
C 1.62 -1.50 3.06  -0.07
H -2.15 -0.24 2.98  0.12
H -2.53 -6.06 1.46  0.13
C 1.93 -2.17 -1.11  -0.27
H -2.18 -2.49 -2.09  0.12
H -0.07 6.53 0.90  0.15
C 4.39 2.57 -0.14  -0.01
H 1.24 -0.49 3.17  0.09
C 0.86 -3.06 -1.24  -0.28
C -2.96 0.41 1.08  -0.36
H -5.51 2.60 0.71  0.13
C -3.91 1.22 0.44  -0.06
H -1.73 1.76 -1.48  0.08
C -0.06 2.17 2.42  -0.51
O 0.08 0.88 2.02  -0.24
C 1.88 -2.03 1.80  -0.32
H 4.98 2.24 1.90  0.13
C 2.85 0.99 -1.07  -0.13
C 2.38 -3.34 1.68  -0.05
C 3.63 2.12 -1.21  -0.04
C 0.11 5.05 -0.66  -0.12
H -1.90 0.16 -5.43  0.13
C -1.30 -4.61 0.49  0.04
Pt 0.11 0.58 0.09  1.11
H -3.93 -2.03 1.77  0.12
O -0.17 2.41 3.58  0.19
H -0.56 -5.33 0.15  0.13
C 0.33 3.23 -2.28  -0.06
H 1.64 -1.85 5.17  0.13
C -0.05 3.19 1.33  -0.17
H 3.99 -3.50 -3.41  0.13
H 5.02 3.44 -0.26  0.13
C -1.76 0.90 -2.13  -0.13
H 0.47 6.24 -3.83  0.13
C -2.03 -1.50 -2.48  -0.04
C -1.90 -0.40 -1.61  -0.33
C 2.33 -3.56 4.07  -0.02
P 1.73 -1.09 0.30  1.07
C -3.74 1.17 3.23  -0.03
H 0.39 2.17 -2.50  0.08
C -1.89 0.00 -4.36  0.00



No. 2
H10O5 | ωB97M-V/def2-TZVPD

Summary:
E_HOMO, eV: -11.253
2S+1: 1
SMILES string: O.O.O.O.O
Orbital gap, Eh: 0.42312
Total charge: 0

Last column: Löwdin charge in e.
CARTESIAN COORDINATES (ANGSTROEM)
O -1.88 -1.14 -0.82  -0.06
H 0.68 -1.23 -0.15  0.05
O 3.26 -0.61 -2.99  -0.03
H -1.35 -0.42 -1.15  0.02
O 0.87 -0.29 -0.13  -0.01
H -1.62 -0.59 2.53  0.08
H -0.42 -1.06 1.82  0.00
H -1.76 2.51 2.17  0.03
H -1.21 3.31 0.97  0.08
H 1.50 -0.01 -0.73  -0.01
O -0.95 2.56 1.62  -0.11
H 2.72 -1.08 -3.64  0.05
H -2.06 -0.88 0.10  0.03
O -0.60 -0.45 2.56  -0.09
H 2.82 -0.61 -2.17  -0.03